Entry 1:
Density functional theory data (wB97M-V/def2-TZVPD) for a molecular structure, C43H40F9IN4O3PPt.

XYZ file:
```
102
C43H40F9IN4O3PPt (wB97M-V/def2-TZVPD)
Pt 0.90275 -0.71031 0.06829
C 3.73796 -2.58761 -3.54389
C 2.81113 -1.58048 -2.89367
O 2.65321 -1.63842 -1.67679
C 2.15074 -0.58295 -3.73387
C 2.72876 -0.24242 -4.97179
C 2.19035 0.72000 -5.78824
C 1.02837 1.37508 -5.37009
C 0.42576 1.05403 -4.17587
C 0.93712 0.04041 -3.32562
O 0.25097 -0.29989 -2.26680
H 3.93798 -3.39207 -2.83969
H 4.68832 -2.11205 -3.79640
H 3.30849 -2.98512 -4.46250
H 3.64623 -0.73073 -5.27647
H 2.66373 0.97540 -6.72621
H 0.59567 2.14763 -5.99563
H -0.48314 1.55692 -3.86659
I 3.17720 -4.13882 4.58694
C 2.68490 -4.02424 2.57217
C 2.78624 -5.12303 1.73215
C 2.39430 -4.97495 0.41356
C 1.90991 -3.74942 -0.01409
N 1.83300 -2.69337 0.79379
C 2.22857 -2.82199 2.06302
H 3.15816 -6.07138 2.09760
H 2.46595 -5.80092 -0.28055
H 1.57122 -3.60141 -1.02948
H 2.15988 -1.94239 2.68759
C 3.89563 1.85080 0.13731
C 3.31136 0.80019 1.11458
C 4.15427 -0.47304 1.03845
C 3.31832 1.36823 2.55373
C 1.89181 0.66470 0.74021
H 4.89752 2.11028 0.48156
H 3.29384 2.76039 0.11655
H 3.96004 1.44568 -0.87440
H 5.21315 -0.20939 1.05446
H 3.95010 -1.03154 0.12563
H 3.96288 -1.11468 1.89289
H 4.33020 1.28983 2.95341
H 2.63826 0.81303 3.20207
H 3.01890 2.41808 2.56041
H 1.33017 1.57916 0.93031
C -2.36521 -4.28377 3.92555
N -1.57556 -3.19031 3.38923
C -0.87736 -2.19344 4.17511
C -0.30507 -1.29264 3.08651
O 0.39453 -0.32726 3.30833
N -0.67705 -1.79060 1.84938
C -1.40141 -2.88384 2.10050
N -1.91687 -3.63327 1.11735
H -2.20597 -4.32713 4.99925
H -2.05088 -5.23935 3.50145
H -3.43180 -4.13566 3.74435
H -0.06909 -2.63263 4.76555
H -1.53848 -1.64186 4.84630
H -1.81170 -3.31850 0.16934
H -2.52738 -4.40660 1.30925
F -4.96902 1.31088 -5.65866
C -5.46311 1.10311 -4.42833
F -6.30637 2.10599 -4.15479
F -6.18548 -0.02967 -4.48096
C -4.35701 0.99220 -3.41116
C -4.29824 1.84841 -2.32572
C -3.26083 1.72819 -1.41529
C -2.26933 0.76174 -1.58653
C -2.35675 -0.11289 -2.66891
C -3.39659 0.00872 -3.57890
P -0.94547 0.78165 -0.28755
C -2.01996 0.74871 1.19462
C -3.12443 -0.10374 1.17884
C -3.88978 -0.29720 2.31673
C -3.55672 0.37767 3.48163
C -2.46972 1.23892 3.51075
C -1.69660 1.41145 2.37390
C -4.34225 0.16134 4.74722
F -3.51707 -0.14197 5.77274
F -5.02913 1.25116 5.10711
F -5.21305 -0.85247 4.63386
C -0.34872 2.50702 -0.42461
C -0.94878 3.58895 0.21096
C -0.41276 4.86566 0.08838
C 0.70349 5.06771 -0.70318
C 1.28887 4.00445 -1.37802
C 0.77617 2.73011 -1.22246
C 1.34561 6.42644 -0.80909
F 2.57485 6.41104 -0.26008
F 0.63823 7.37289 -0.18295
F 1.49163 6.79993 -2.08792
H -5.05805 2.60463 -2.18713
H -3.23545 2.40095 -0.56778
H -1.60493 -0.86988 -2.80576
H -3.45606 -0.66205 -4.42659
H -3.38603 -0.63461 0.27149
H -4.73957 -0.96622 2.30029
H -2.21461 1.75865 4.42563
H -0.81803 2.04026 2.42756
H -1.83127 3.45830 0.82271
H -0.86313 5.69678 0.61265
H 2.14909 4.17313 -2.01426
H 1.26548 1.89329 -1.70596
```

The value obtained for the orbital gap is 6.09 eV. Its lowest unoccupied orbital energy is -3.56 eV. As for the charge: +1. For the HOMO energy, the calculation gives -9.643 eV. The calculation puts the energy above the lowest of the compared OMol25 structures with the same formula, charge and spin at 70.7 kcal/mol.


Entry 2:
Density functional theory data (wB97M-V/def2-TZVPD) for C43H40N2O3 in the gas phase.

XYZ file:
```
88
C43H40N2O3 (wB97M-V/def2-TZVPD)
C 0.89748 4.06857 3.04911
N 0.68133 2.68872 2.69291
C 1.76758 1.84739 2.58502
O 2.93538 2.14725 2.60577
C 1.20009 0.42143 2.41544
C 1.69898 -0.57801 3.49282
C 3.19527 -0.78740 3.44656
C 3.96665 -0.49258 4.57427
C 5.35126 -0.60779 4.49817
C 5.95689 -1.03811 3.31590
C 5.16997 -1.41514 2.22685
C 3.77946 -1.31853 2.29245
N -0.22932 0.63939 2.47124
C -1.02497 -0.43663 2.19296
C -2.33399 -0.48325 2.54964
C -3.25147 -1.49830 1.95107
C -4.72961 -1.26299 2.50786
C -5.77548 -2.09704 2.03996
C -7.06468 -1.98270 2.54823
C -7.39214 -0.86960 3.34364
C -6.43563 0.15968 3.54207
C -5.11153 -0.05066 3.10568
C -0.60863 2.00894 2.89674
C -1.00659 2.04312 4.38293
C -1.66047 2.64824 1.97692
H 1.90212 4.36830 2.76023
H 0.16439 4.68112 2.52558
H 0.76504 4.22075 4.12640
H 1.47580 -0.00892 1.42775
H 1.39639 -0.19256 4.48482
H 1.15862 -1.53874 3.35762
H 3.46220 -0.12232 5.47511
H 5.94979 -0.33889 5.36256
H 7.03879 -1.12116 3.25564
H 5.62331 -1.76856 1.30863
H 3.13304 -1.60605 1.45572
H -0.46173 -1.28291 1.74847
H -2.73666 0.46590 2.93459
H -3.31097 -1.30368 0.84836
H -5.68221 -2.72682 1.16934
H -7.82007 -2.74291 2.36009
H -8.41896 -0.74363 3.77838
H -6.71420 1.08269 4.04348
H -4.45783 0.80860 3.16397
H -0.13819 1.79932 5.01218
H -1.35027 3.04911 4.64418
H -1.80827 1.32903 4.59046
H -1.22544 2.82625 0.98638
H -2.53053 2.00846 1.84362
H -1.99599 3.59528 2.40541
C -3.41504 -5.02624 5.22634
C -2.32428 -4.17738 5.02559
C -2.21071 -3.46558 3.84669
C -3.12474 -3.71248 2.82053
C -2.92362 -2.89528 1.58105
C -1.51044 -3.16898 1.03478
C -1.07063 -2.45923 -0.21333
C -1.94989 -1.65494 -0.97426
C -1.43808 -0.82013 -1.97120
C -0.12056 -0.97007 -2.39812
C 0.70448 -1.93963 -1.78875
C 0.22773 -2.69521 -0.71096
O -0.63689 -3.85366 1.65570
C -3.63356 -3.74853 0.47850
C -3.41250 -5.23284 0.28236
C -2.47280 -6.00653 0.98399
C -2.52794 -7.40347 0.94691
C -3.43807 -8.05823 0.12877
C -4.30160 -7.28453 -0.64854
C -4.30533 -5.89047 -0.59529
O -4.43936 -3.20030 -0.26913
C -4.23604 -4.51190 3.01744
C -4.35854 -5.19399 4.21700
H -3.50711 -5.60775 6.15059
H -1.54047 -4.07295 5.77802
H -1.34462 -2.82946 3.64925
H -3.03094 -1.60238 -0.80389
H -2.11420 -0.05928 -2.38205
H 0.21564 -0.43481 -3.29388
H 1.73361 -2.06554 -2.11381
H 0.90204 -3.37873 -0.17570
H -1.65509 -5.54762 1.51951
H -1.85714 -7.96570 1.57085
H -3.47679 -9.14159 0.09327
H -4.99446 -7.77794 -1.31326
H -4.99242 -5.29338 -1.21560
H -4.92972 -4.71336 2.18329
H -5.19236 -5.90616 4.32552
```

The value obtained for the orbital gap is 6.67 eV. Its lowest unoccupied orbital energy is -0.94 eV. As for the charge: 0. The SMILES is CN1C(=O)[C@@H](Cc2ccccc2)N(/C=C/[C@H](c2ccccc2)C(C(=O)c2ccccc2)(C(=O)c2ccccc2)c2ccccc2)C1(C)C. For the HOMO energy, the calculation gives -7.613 eV. The calculation puts the energy above the lowest of the compared OMol25 structures with the same formula, charge and spin at 0.0 kcal/mol.


Entry 3:
Density functional theory data (wB97M-V/def2-TZVPD) for a molecular structure, C43H41BClKN6O6SSi.

XYZ file:
```
101
C43H41BClKN6O6SSi (wB97M-V/def2-TZVPD)
K -0.67518 -1.98598 -0.46328
Cl -3.58042 -8.71839 -2.63854
C -2.98746 -7.06670 -2.52548
C -3.86411 -5.99811 -2.78020
C -3.41393 -4.71188 -2.71305
C -2.04589 -4.37376 -2.38967
O -1.65298 -3.18378 -2.37938
C -1.18942 -5.50577 -2.10337
C 0.19489 -5.37377 -1.73336
N 0.83586 -4.28846 -1.49413
C 2.20531 -4.35551 -1.27762
C 3.06371 -5.06832 -2.08678
C 4.45975 -5.03419 -1.88531
C 5.00742 -4.27905 -0.88882
C 4.16364 -3.51899 -0.04151
C 4.66291 -2.67140 0.97510
C 3.79533 -1.94888 1.73671
C 2.41091 -2.07436 1.48411
N 1.91257 -2.84187 0.55238
C 2.76475 -3.55988 -0.22119
C -1.68724 -6.81841 -2.19003
H -4.89838 -6.20797 -3.02614
H -4.08224 -3.88093 -2.90294
H 0.72822 -6.33300 -1.63444
H 2.65224 -5.62872 -2.91722
H 5.10076 -5.60477 -2.54764
H 6.08082 -4.23231 -0.74411
H 5.73543 -2.59592 1.11869
H 4.13700 -1.26927 2.50680
H 1.69677 -1.49315 2.05708
H -1.01906 -7.64710 -1.98002
C -2.18977 6.92382 -0.38310
C -2.28889 5.60805 0.37273
S -3.84318 4.82907 0.00451
O -3.83081 4.41695 -1.37709
O -4.91144 5.68743 0.46720
C -3.81371 3.38308 1.04838
C -4.80793 2.32021 0.57933
N -4.22033 1.44020 -0.41886
C -3.15823 0.62459 -0.16946
N -2.64977 0.12655 -1.28753
C -3.40835 0.61011 -2.29727
C -4.37612 1.43535 -1.79492
N -5.42498 2.06580 -2.50136
O -5.33424 2.10516 -3.71764
O -6.36963 2.53010 -1.87145
C -2.63575 0.31767 1.18447
H -1.23587 7.39857 -0.15753
H -2.99849 7.59667 -0.09864
H -2.23912 6.74740 -1.45685
H -2.25834 5.75362 1.45391
H -1.50472 4.90916 0.07832
H -4.05939 3.73725 2.04944
H -2.79523 2.99323 1.04606
H -5.70504 2.76870 0.16469
H -5.09837 1.71040 1.43315
H -3.25048 0.33933 -3.32714
H -3.10094 0.91189 1.96880
H -1.54762 0.46373 1.17943
H -2.81578 -0.73725 1.41261
B -2.67866 -3.70086 4.49178
C -2.47157 -3.22805 2.98497
N -2.32479 -2.88533 1.88924
H -3.03742 -4.86506 4.48647
H -3.53473 -2.99059 4.99722
H -1.61917 -3.57698 5.08300
O 0.37097 0.29467 0.49291
Si 1.56378 1.31232 0.52951
C 2.20013 1.57931 2.31020
C 1.54077 0.85683 3.30978
C 1.92517 0.93125 4.64334
C 2.98588 1.74520 5.01443
C 3.65002 2.48583 4.04500
C 3.25759 2.40112 2.71525
C 3.02710 0.72319 -0.54990
C 4.33067 1.22475 -0.50754
C 5.34373 0.69539 -1.29688
C 5.07479 -0.35846 -2.15998
C 3.78647 -0.86801 -2.23221
C 2.78328 -0.32778 -1.43819
C 1.16789 3.04785 -0.16310
C 0.60232 3.11227 -1.44244
C 0.34395 4.32474 -2.06654
C 0.66144 5.51654 -1.42516
C 1.19267 5.48161 -0.14392
C 1.42716 4.25978 0.48049
H 0.71267 0.21753 3.02003
H 1.39773 0.34806 5.38878
H 3.29364 1.80381 6.05204
H 4.47582 3.13013 4.32609
H 3.78835 3.00132 1.98503
H 4.57604 2.04220 0.15912
H 6.34780 1.10078 -1.23196
H 5.86582 -0.78654 -2.76517
H 3.56502 -1.70203 -2.88878
H 1.78627 -0.74964 -1.48175
H 0.35113 2.18822 -1.95356
H -0.10263 4.34161 -3.05353
H 0.48006 6.46502 -1.91745
H 1.42213 6.40667 0.37482
H 1.83127 4.25510 1.48769
```

The value obtained for the orbital gap is 6.13 eV. Its lowest unoccupied orbital energy is 3.55 eV. As for the charge: -2. For the HOMO energy, the calculation gives -2.577 eV. The calculation puts the energy above the lowest of the compared OMol25 structures with the same formula, charge and spin at 0.0 kcal/mol.


Entry 4:
Density functional theory data (wB97M-V/def2-TZVPD) for a molecular structure, C43H41ClN5O4S2Y.

XYZ file:
```
97
C43H41ClN5O4S2Y (wB97M-V/def2-TZVPD)
Y -0.25751 1.88593 0.21768
C -8.01682 2.26803 2.79652
C -6.73572 2.60444 2.08133
C -5.91146 1.60614 1.57995
C -4.71950 1.91698 0.94001
C -4.34981 3.24201 0.79401
C -5.16753 4.25747 1.27408
C -6.34854 3.93430 1.91766
S -2.82666 3.66085 -0.02163
O -1.77628 3.68028 1.00464
O -3.09201 4.89632 -0.71345
N -2.41075 2.42559 -0.88447
C -2.73878 2.19472 -2.20778
C -3.85120 2.64329 -2.87657
C -4.05180 2.30220 -4.23199
C -3.16295 1.51893 -4.90893
C -2.00468 1.03606 -4.24859
C -1.03709 0.21598 -4.87251
C 0.04445 -0.21550 -4.16730
C 0.16450 0.16246 -2.81808
N -0.70029 0.93926 -2.20737
C -1.79198 1.37356 -2.90172
H -8.22564 1.19996 2.74554
H -8.86270 2.80174 2.35862
H -7.96052 2.54938 3.85007
H -6.19482 0.56672 1.69788
H -4.07815 1.13551 0.55564
H -4.87060 5.28767 1.13016
H -6.98636 4.72508 2.29769
H -4.56602 3.27407 -2.36462
H -4.93688 2.66977 -4.73779
H -3.32626 1.25529 -5.94684
H -1.17615 -0.08614 -5.90381
H 0.77275 -0.87682 -4.60694
H 0.99141 -0.21535 -2.22633
O 0.26146 -3.30008 -4.95372
S 1.16995 -4.06721 -4.12441
O 1.07658 -5.51030 -4.29559
N 1.13176 -3.52560 -2.66488
C 1.83579 -4.14361 -1.65848
C 2.70276 -5.21847 -1.82460
C 3.36917 -5.82332 -0.74717
C 3.18975 -5.38851 0.53276
C 2.33484 -4.28460 0.76400
C 2.09843 -3.81080 2.07565
C 1.28312 -2.74319 2.27863
C 0.72844 -2.11302 1.14074
N 0.90966 -2.52268 -0.09168
C 1.68180 -3.62708 -0.30930
C 2.80465 -3.65291 -4.76326
C 3.59615 -2.70784 -4.12923
C 4.83299 -2.36794 -4.66549
C 5.27664 -2.97537 -5.83030
C 4.48478 -3.93122 -6.45815
C 3.25232 -4.27250 -5.92456
H 2.83329 -5.63585 -2.81199
H 4.02507 -6.66356 -0.94975
H 3.68242 -5.86422 1.37320
H 2.58071 -4.31526 2.90716
H 1.07845 -2.34631 3.26512
H 0.12922 -1.21943 1.31021
H 3.23664 -2.25359 -3.21475
H 5.44948 -1.62966 -4.16774
H 6.24066 -2.71022 -6.24799
H 4.83422 -4.41204 -7.36461
H 2.62552 -5.02402 -6.38713
C -2.66450 1.39738 3.81624
C -2.15872 -0.04692 3.83374
C -2.62442 -0.82200 2.59887
C -0.66471 -0.12437 4.10213
C -0.27086 -0.81958 5.23510
C 1.05557 -0.89933 5.64194
C 1.99589 -0.20700 4.88933
C 1.66623 0.50318 3.74562
C 2.79580 1.24045 3.04455
C 2.56648 2.75254 2.98667
C 3.15783 0.65780 1.67563
C 0.30705 0.53649 3.26230
N -0.02685 1.15584 2.12142
H -3.75328 1.42243 3.70734
H -2.20932 1.95345 2.99663
H -2.40322 1.90317 4.74928
H -2.63396 -0.53617 4.69430
H -2.22436 -0.36745 1.69406
H -3.71852 -0.82537 2.53720
H -2.28045 -1.85770 2.63123
H -1.03689 -1.31784 5.82555
H 1.34162 -1.45436 6.52734
H 3.03757 -0.22148 5.20229
H 3.68137 1.08546 3.67488
H 1.64280 2.98498 2.46041
H 3.38996 3.25140 2.46814
H 2.49306 3.16006 3.99842
H 2.33704 0.76716 0.96856
H 3.38402 -0.40752 1.75744
H 4.02772 1.17082 1.25645
Cl 1.56336 3.47885 -0.74994
```

The value obtained for the orbital gap is 5.13 eV. Its lowest unoccupied orbital energy is 3.65 eV. As for the charge: -2. For the HOMO energy, the calculation gives -1.484 eV. The calculation puts the energy above the lowest of the compared OMol25 structures with the same formula, charge and spin at 23.3 kcal/mol.